[1]
61
Properties=species:S:1:pos:R:3:forces:R:3 method="wB97M-V/def2-TZVPD" lumo_ev="-0.0958 / -0.0322" orbital_gap_ev="3.78 / 3.77" total_charge=0
P 1.184663 1.895390 0.309947 -0.926 -2.413 0.199
P -2.140700 -1.058747 -0.029969 0.284 0.227 1.248
C 0.621825 0.328333 -0.471459 -0.480 1.070 0.071
C -0.868797 -0.020153 -0.922556 0.322 0.413 -1.168
H 1.360498 -0.541663 -0.293089 -0.010 0.059 -0.462
H 1.073636 0.591546 -1.422858 -0.100 -0.352 -0.583
H -1.379715 0.917574 -1.218947 0.109 -0.253 0.495
H -0.734545 -0.536020 -1.883998 0.308 0.339 0.271
C -1.198146 -2.700506 0.138949 0.046 -0.713 -0.556
H -1.472317 -3.185098 1.091516 0.090 0.129 -0.248
H -0.065980 -2.764067 -0.017749 -1.405 -0.044 -0.199
H -1.585471 -3.308515 -0.685311 0.158 -0.194 0.339
C -3.353352 -1.574356 -1.309781 0.184 -0.085 -0.276
H -3.034201 -2.489500 -1.816042 -0.153 0.225 -0.207
H -3.532463 -0.771960 -2.029109 -0.010 -0.081 0.014
H -4.288119 -1.775139 -0.774162 0.186 0.064 -0.145
C 2.970030 1.862098 0.508179 0.364 0.464 -0.073
H 3.177071 2.646286 1.259613 0.124 -0.251 -0.342
H 3.522613 2.077005 -0.416110 -0.240 -0.047 0.182
H 3.317740 0.896446 0.913114 -0.412 0.167 -0.092
C 0.573568 3.208153 -0.718025 -0.248 1.194 -0.007
H -0.467790 3.004034 -1.016687 0.367 -0.032 0.260
H 1.155050 3.363853 -1.632327 0.056 -0.169 0.229
H 0.583394 4.140924 -0.124071 -0.033 -0.246 -0.358
Ca 0.452393 -1.299598 1.352109 0.147 0.217 2.643
C 0.081000 -2.050171 -3.228614 -0.525 -0.652 -0.327
C 0.787343 -2.835764 -2.400418 -0.399 -0.731 -0.843
C 2.192241 -3.232058 -2.706413 1.190 -0.011 0.075
C 3.147477 -2.033761 -3.004411 0.234 -0.822 -0.003
C 2.761498 -0.739330 -2.367574 0.350 1.068 -0.666
C 2.035285 0.191308 -3.038817 1.054 -0.312 -0.433
C 1.382715 -0.086284 -4.363492 -0.326 -0.116 -0.731
C 0.628286 -1.450471 -4.499529 0.014 0.406 -0.470
C 0.508789 2.030990 1.939320 -0.070 1.209 0.192
H -1.018327 -1.973607 -3.160931 0.603 -0.124 0.339
H 0.316919 -3.481024 -1.660987 -0.050 0.498 -0.271
H 2.234510 -3.908444 -3.585108 -0.215 0.179 0.332
H 2.631864 -3.796392 -1.866980 -0.376 0.213 -0.225
H 4.142382 -2.309218 -2.611781 -0.300 0.099 -0.204
H 3.270142 -1.927075 -4.100039 -0.132 0.160 0.539
H 3.250862 -0.520181 -1.411807 -0.181 0.086 -0.378
H 2.114630 1.269454 -2.834592 -0.149 -0.373 0.456
H 2.137982 -0.049066 -5.179364 -0.282 0.078 0.327
H 0.649256 0.706366 -4.612199 0.437 -0.206 0.291
H -0.230810 -1.256883 -5.166034 0.336 -0.158 0.181
H 1.266154 -2.163229 -5.054447 -0.222 0.131 0.449
H -0.594427 2.115285 1.860561 0.581 -0.282 0.349
H 0.932804 2.979866 2.305800 -0.280 -0.149 0.316
H 0.821094 1.214923 2.622063 -0.282 0.378 -0.429
Se -1.810977 -0.155596 3.233235 -0.336 -0.437 -0.702
C -2.378448 0.882861 4.696439 -0.457 0.682 1.620
C -1.886929 0.559031 5.994845 -0.184 1.159 -0.469
C -2.048849 1.449607 7.061721 -0.582 -0.099 -0.450
C -2.822160 2.609243 6.921678 0.293 0.194 -0.204
C -3.433270 2.874675 5.690581 -0.143 -0.572 -0.094
C -3.278702 1.996800 4.601049 1.150 -0.345 0.502
H -1.308898 -0.344344 6.133253 0.093 0.037 -0.099
H -1.585993 1.222013 8.011314 0.004 -0.028 0.108
H -2.907803 3.327856 7.749616 -0.021 -0.431 -0.404
H -4.063717 3.762063 5.571752 0.199 -0.331 0.058
H -3.794812 2.214237 3.669134 0.247 -0.087 0.033

---

[2]
193
Properties=species:S:1:pos:R:3:forces:R:3 method="wB97M-V/def2-TZVPD" lumo_ev="-7.4365 / -7.4371" orbital_gap_ev="2.61 / 6.40" s2=0.757 total_charge=+4 relative_energy_kj_mol=67.11 spin_multiplicity=2
C -6.057731 -2.678591 5.397391 -1.132 -0.835 -0.156
C -5.759991 -3.801751 4.397221 0.958 0.694 -0.522
C -5.527141 -3.142701 2.974751 0.870 -1.720 0.383
N -5.448111 -4.166421 1.780881 -2.043 0.799 -0.737
C -4.396311 -5.286561 1.884321 0.076 0.575 -0.021
C -2.918991 -4.816961 1.691691 -0.730 1.293 0.262
C -2.774561 -3.920141 0.451301 0.460 -1.481 0.097
C -3.839801 -2.830011 0.346971 0.871 -0.945 -0.546
C -5.242171 -3.434421 0.449131 0.946 0.721 0.719
C -6.912881 -4.746711 1.656211 1.150 -0.875 0.139
H -7.021041 -2.214381 5.186091 0.156 0.433 -0.409
H -5.246861 -1.951351 5.438761 -0.183 -0.053 0.310
H -6.304651 -3.171521 6.337681 0.747 0.282 0.358
H -6.398461 -4.672901 4.544041 -0.674 0.403 -0.682
H -4.799511 -4.209131 4.712851 0.305 -0.013 -0.216
H -4.542801 -2.686061 3.077921 0.036 0.041 -0.332
H -6.212401 -2.350631 2.672821 -0.336 -0.373 0.106
H -4.593041 -5.759651 2.846391 0.182 -0.202 -0.192
H -4.667411 -5.928661 1.046281 -0.001 -0.322 0.227
H -2.582901 -4.183311 2.512451 -0.294 -0.101 0.506
H -2.205221 -5.640741 1.694361 -0.437 -0.285 -0.193
H -1.753771 -3.543381 0.386841 -0.089 0.531 0.373
H -2.776391 -4.555521 -0.434359 -0.533 -0.170 -0.253
H -3.546071 -2.027421 1.023481 -0.586 0.237 -0.113
H -3.681851 -2.584181 -0.703129 -0.429 1.040 0.038
H -6.040901 -2.701311 0.336551 0.016 0.028 0.232
H -5.315971 -4.110261 -0.402859 -0.282 -0.516 0.421
H -7.030961 -5.275761 0.710551 0.409 0.126 -0.092
H -7.698391 -3.992081 1.696251 0.544 0.329 0.252
H -7.063021 -5.499331 2.430241 0.071 0.294 0.145
C 6.532469 -3.181311 1.828281 0.128 0.285 0.472
C 7.095289 -1.879721 1.235171 -0.447 0.800 -1.440
C 6.007549 -1.010971 0.586981 -0.836 0.768 -0.938
N 6.399349 0.336719 -0.239359 0.530 -0.216 1.720
C 7.356939 -0.062991 -1.449849 -1.154 0.925 1.132
C 7.447299 1.070329 -2.475169 -0.479 -0.378 -0.132
C 6.049649 1.639699 -2.899439 1.122 -0.379 -0.156
C 5.291119 2.149629 -1.684239 -0.138 -0.116 -0.907
C 5.096459 0.978029 -0.755229 0.551 -0.746 1.161
C 7.076899 1.402499 0.758351 0.568 -1.333 -2.756
H 6.238319 -3.983521 1.151491 0.011 0.513 -0.572
H 5.674449 -2.940131 2.455761 -0.019 -0.109 0.252
H 7.308639 -3.636591 2.443411 -0.064 0.136 0.211
H 7.689039 -2.127111 0.355201 0.819 -0.166 0.477
H 7.627639 -1.277111 1.971071 0.295 -0.384 0.021
H 5.211739 -0.681371 1.254931 0.140 0.171 0.245
H 5.518959 -1.637881 -0.158919 -0.113 0.174 -0.259
H 6.906979 -0.936051 -1.922519 -0.181 -0.094 0.205
H 8.291009 -0.351291 -0.967669 0.064 0.164 -0.250
H 7.908069 0.622049 -3.355419 0.034 -0.034 -0.056
H 8.140689 1.855729 -2.174409 -0.184 0.170 0.197
H 5.457309 0.861809 -3.381229 0.081 -0.274 0.055
H 6.268009 2.355119 -3.692269 -0.280 0.394 0.244
H 4.266789 2.438529 -1.919539 -0.153 0.025 -0.376
H 5.740229 3.077639 -1.330409 0.274 -0.301 0.698
H 4.558319 0.155519 -1.226369 0.035 0.082 -0.409
H 4.474359 1.233699 0.102511 0.321 -0.013 0.212
H 7.528929 2.115149 0.068501 -0.508 0.475 0.096
H 7.989609 0.962149 1.159801 -0.574 -0.372 0.687
H 6.359819 1.872089 1.431691 0.112 -0.499 -0.052
C -2.855421 1.125429 0.495181 -0.538 0.803 -0.095
C -3.736601 2.144129 -0.273809 0.270 0.118 -0.358
C -5.050421 1.490699 -0.751539 0.208 1.157 0.145
N -6.122941 2.383859 -1.491999 -0.541 -0.098 1.028
C -7.378181 1.575789 -1.712929 0.001 -0.381 0.114
C -8.517631 2.343429 -2.338699 -1.396 0.775 0.916
C -8.995031 3.475959 -1.392939 1.803 0.686 -0.120
C -7.762161 4.326909 -1.117669 0.319 0.559 -0.711
C -6.586741 3.555429 -0.543519 1.572 0.400 -1.372
C -5.624141 2.783229 -2.853459 0.068 -0.964 -0.060
H -3.372321 0.873969 1.421291 0.177 -0.343 0.061
H -1.927301 1.636219 0.751671 0.005 -0.187 0.109
H -2.585901 0.241069 -0.082199 -0.146 -0.044 0.009
H -3.130081 2.499209 -1.106969 -0.175 0.048 -0.302
H -3.879111 3.012409 0.369531 -0.286 -0.057 0.069
H -5.534461 1.136579 0.158641 -0.341 -0.314 -0.340
H -4.711911 0.691649 -1.411099 -0.752 -0.165 -0.157
H -7.659921 1.303269 -0.695849 -0.121 -0.653 -0.192
H -7.107751 0.752779 -2.374459 0.000 -0.366 0.476
H -9.412911 1.732029 -2.451629 0.434 -0.681 -0.256
H -8.260931 2.716069 -3.330329 -0.111 0.127 0.053
H -9.277611 3.180399 -0.382549 -0.805 -0.720 -0.348
H -9.715871 4.150549 -1.854909 -0.319 -0.471 0.128
H -8.015121 5.177269 -0.484429 0.233 -0.117 0.298
H -7.466641 4.775149 -2.066269 0.227 0.169 -0.055
H -6.768591 3.242569 0.484661 0.113 -0.704 -0.230
H -5.646431 4.105089 -0.585889 -0.359 0.725 0.565
H -6.270451 3.458579 -3.414059 0.265 0.418 0.687
H -5.737481 1.849529 -3.404339 0.401 -0.045 -0.219
H -4.563791 3.035629 -2.846139 -0.309 0.397 0.169
C 0.023639 3.414679 -0.671439 1.127 -0.347 1.055
C 1.095299 4.344729 -1.260539 -1.154 -0.217 -0.822
C 0.878249 5.808149 -0.836379 1.249 -1.171 2.228
N 1.490249 6.887469 -1.635209 0.258 0.009 -1.596
C 1.165379 8.242109 -0.927349 1.149 0.256 -0.440
C 1.384219 9.422189 -1.880399 -1.578 -0.328 -1.097
C 0.376099 9.305009 -3.108359 1.915 -0.045 1.828
C 0.873379 8.071159 -3.870959 -0.785 -0.464 0.043
C 0.834729 6.747809 -2.988829 -0.798 1.700 -1.816
C 3.019999 6.702229 -1.797239 -0.312 -0.585 0.859
H -1.031031 3.657939 -0.800289 0.167 0.435 -0.039
H 0.323639 3.350709 0.374511 -0.879 -0.155 0.402
H 0.197329 2.400249 -1.030399 -0.056 0.025 -0.174
H 0.976309 4.154999 -2.327279 0.598 0.607 -0.254
H 2.043579 3.938329 -0.908809 0.134 0.265 -0.267
H 1.371199 5.951459 0.125161 0.092 -0.353 0.360
H -0.160711 5.976069 -0.552719 -0.141 0.476 -0.913
H 0.180499 8.155859 -0.468359 -0.082 0.043 -0.425
H 1.893959 8.337629 -0.122279 -0.028 -0.381 0.134
H 1.226169 10.399179 -1.423659 0.156 -0.302 0.524
H 2.404069 9.376099 -2.262339 0.031 0.235 0.074
H -0.618291 9.212519 -2.671609 -0.178 -0.416 -0.245
H 0.366489 10.271929 -3.611439 0.249 -0.399 -0.571
H 0.292369 7.986909 -4.789349 -0.387 -0.750 0.158
H 1.871809 8.164339 -4.298229 0.283 0.435 0.477
H -0.179171 6.390219 -2.809279 -0.226 0.584 0.155
H 1.239359 5.933709 -3.590179 0.696 0.108 0.464
H 3.496939 7.461829 -2.416609 -0.468 0.178 0.301
H 3.310629 5.732239 -2.200659 -0.851 -0.065 -0.492
H 3.451529 6.619279 -0.799739 -0.081 0.753 0.121
C 0.580239 -2.808261 -3.215889 -0.584 0.819 -0.133
N 0.049619 -2.017971 -4.425919 2.169 -0.379 -3.840
C -0.129701 -0.540751 -4.100109 -2.069 -1.252 -0.321
C 1.179449 -2.009031 -5.625029 -0.034 -0.358 1.960
C -1.146971 -2.673981 -5.251039 -1.178 0.260 3.123
C -2.429511 -2.904941 -4.329289 0.745 -1.171 0.300
O -2.173661 -3.823621 -3.231869 0.576 0.385 -0.476
H -0.129811 -2.728761 -2.392719 -0.187 0.115 -0.272
H 1.470949 -2.273471 -2.886129 0.273 -0.370 -0.222
H 0.731069 -3.866361 -3.429799 0.205 0.327 -0.380
H 0.661989 0.041599 -3.628719 0.352 -1.007 0.202
H -1.017161 -0.646951 -3.476219 0.078 1.013 0.393
H -0.405401 -0.035931 -5.025979 -0.033 -0.099 -0.005
H 0.824959 -1.489641 -6.515349 -0.269 0.216 0.459
H 1.485339 -3.015001 -5.912349 -0.375 -0.145 0.362
H 2.046929 -1.551621 -5.149259 -0.031 0.173 -0.271
H -0.771801 -3.610201 -5.664379 0.029 0.004 0.389
H -1.487091 -2.060521 -6.085359 0.513 0.452 0.199
H -3.213651 -3.367551 -4.928629 0.080 0.343 -0.449
H -2.837781 -2.023631 -3.834599 0.256 0.563 -0.620
H -2.978351 -4.304041 -3.023859 -0.056 -0.076 -0.238
C 2.102709 -5.385981 0.381491 -1.004 -0.052 -0.195
C 3.456789 -5.103681 0.990251 0.455 -0.177 -0.276
N 3.340639 -5.015591 2.476281 -0.438 -3.463 0.813
C 3.077099 -3.961391 3.231871 0.242 1.882 1.661
C 3.034459 -4.367121 4.547651 0.445 0.716 1.131
N 3.316249 -5.717451 4.651271 -1.315 1.688 -4.653
C 3.315599 -6.092111 3.326951 1.849 -0.742 0.634
C 3.308979 -6.509141 5.846711 -0.727 -1.440 0.649
H 1.549479 -4.473651 0.158581 0.088 0.324 0.504
H 1.529409 -5.975491 1.096971 -0.208 -0.110 -0.135
H 2.045009 -5.885861 -0.585409 0.849 -0.303 0.142
H 3.883209 -4.197461 0.560101 -0.078 0.259 0.533
H 4.230129 -5.850031 0.808601 -0.318 -0.269 -0.090
H 3.085179 -2.986751 2.766661 -0.405 0.135 0.355
H 2.871219 -3.856641 5.485291 0.064 0.502 -0.363
H 3.447559 -7.136801 3.086941 0.089 0.161 -0.504
H 4.105739 -6.272271 6.551811 -0.141 0.385 -0.242
H 3.380289 -7.575661 5.633271 0.419 0.104 -0.478
H 2.315969 -6.467751 6.294281 0.159 0.528 0.317
C -1.676731 -0.204261 4.434401 -0.847 -1.284 -0.401
C -0.950461 0.103079 5.718731 0.998 0.892 -0.867
N 0.216319 0.885309 5.375541 2.444 2.327 0.256
C 0.524319 2.274049 5.559781 1.276 -0.228 -1.700
C 1.713859 2.609759 4.849101 -2.346 -2.312 2.101
N 2.235319 1.375799 4.409731 0.834 1.408 -0.200
C 1.235979 0.419399 4.502171 -1.038 -0.913 -0.088
C 3.539239 1.185989 3.752061 -1.425 -0.074 0.470
H -1.788211 0.623209 3.733711 -0.378 0.332 0.519
H -2.596611 -0.699141 4.745871 -0.676 0.394 -0.334
H -1.218881 -0.967261 3.804871 0.689 -0.092 0.247
H -0.629141 -0.824461 6.192561 0.010 -0.107 0.184
H -1.577801 0.653479 6.419881 0.109 0.078 -0.074
H -0.128441 2.914809 6.134001 0.091 -0.028 -0.075
H 2.313869 3.507529 4.829031 -0.257 -0.049 0.138
H 1.345599 -0.635121 4.296351 0.352 0.067 0.110
H 3.619589 0.098969 3.746191 0.583 0.097 -0.471
H 4.379049 1.638499 4.279361 -0.222 -0.078 0.542
H 3.548729 1.630319 2.756781 -0.139 -0.359 -0.280
P 1.291299 -0.497881 0.461171 1.459 -0.898 -0.315
F 2.659709 0.238109 1.037451 -1.102 -0.110 0.344
F 1.561039 0.312829 -0.920759 -0.866 0.552 0.038
F 2.272779 -1.675751 -0.108459 -0.172 0.001 -0.528
F -0.000651 -1.262381 -0.290279 0.427 0.886 0.908
F 1.174039 -1.439891 1.756011 -0.804 0.554 0.516
F 0.333229 0.661649 1.140731 0.793 -1.189 -1.164
P 4.786339 -3.576941 -2.872659 1.943 -1.365 -0.810
F 3.371699 -4.354431 -2.707249 -0.220 0.483 0.563
F 5.267379 -4.162121 -1.413279 -0.350 1.351 -0.184
F 5.454329 -4.901881 -3.544229 -0.261 -0.094 0.681
F 6.214579 -2.801961 -3.171419 -0.484 0.191 1.547
F 4.385589 -3.164081 -4.329779 -1.566 1.321 -1.274
F 4.140949 -2.154031 -2.221759 0.665 -1.508 -0.290

---

Number 1: DFT total energy -124714.9954 eV, maximum force 2.7 eV/Å. Number 2: DFT total energy -123461.4362 eV, maximum force 5.1 eV/Å.